This record from the Open Molecules 2025 dataset describes a structure of composition C22H42Cl3InN2O3SSi in a non-equilibrium geometry. The level of theory is ωB97M-V with the def2-TZVPD basis set.

For the HOMO energy, the calculation gives -8.1 eV. For the gap between HOMO and LUMO, the calculation gives 8.44 eV. The electronic energy is -3457.1919 a.u.

Cartesian coordinates (Å):
1 C 6.16 2.68 -0.30
2 C 4.98 2.21 -1.10
3 H 6.74 3.39 -0.90
4 H 6.82 1.85 0.00
5 H 5.80 3.17 0.61
6 C 5.12 2.04 -2.43
7 C 6.44 2.02 -3.11
8 H 4.27 2.02 -3.12
9 H 7.10 1.24 -2.71
10 H 6.96 2.97 -2.99
11 H 6.31 1.85 -4.18
12 In -0.25 -2.05 1.18
13 Cl -0.70 0.24 1.73
14 Cl 0.84 -3.79 2.33
15 H -4.52 -3.49 5.18
16 H -4.88 -1.29 5.50
17 C -3.76 -3.43 4.41
18 C -3.81 -1.13 5.41
19 N -3.29 -2.05 4.40
20 H -4.16 -3.71 3.43
21 C -2.35 -1.68 3.54
22 O -1.99 -2.44 2.59
23 H -3.59 -0.12 5.08
24 H -1.92 -0.68 3.72
25 H -2.93 -4.12 4.63
26 H -3.32 -1.30 6.38
27 H 2.55 -2.52 -1.79
28 H 1.33 -1.22 -3.93
29 C 1.80 -3.31 -2.04
30 C 0.74 -2.15 -3.95
31 N 0.55 -2.76 -2.64
32 H 1.57 -3.90 -1.15
33 C -0.59 -2.56 -1.96
34 O -0.99 -3.16 -0.93
35 H -0.25 -1.93 -4.35
36 H -1.21 -1.70 -2.35
37 H 2.26 -3.92 -2.83
38 H 1.27 -2.89 -4.55
39 O 3.75 0.90 0.57
40 C 3.69 2.05 -0.31
41 C 2.40 1.07 -2.25
42 C 2.47 1.97 -1.18
43 H 3.18 0.31 -2.35
44 C 1.41 1.27 -3.22
45 H 3.61 2.95 0.29
46 C 1.40 2.82 -0.91
47 H 1.54 0.80 -4.21
48 C 0.33 2.11 -2.96
49 C 0.31 2.86 -1.78
50 H 1.50 3.50 -0.07
51 H -0.48 2.18 -3.68
52 H -0.55 3.46 -1.52
53 Si 4.08 0.75 2.14
54 Cl 1.04 -1.11 -0.48
55 C 3.39 -0.97 2.69
56 C 2.63 1.65 2.94
57 C 5.88 0.29 2.29
58 H 2.28 -0.99 2.65
59 H 3.76 -1.06 3.76
60 H 3.80 -1.79 2.05
61 H 6.06 -0.42 1.46
62 H 6.14 -0.29 3.20
63 H 6.60 1.12 2.18
64 H 2.26 2.53 2.40
65 H 2.76 1.92 4.01
66 H 1.77 0.95 2.90
67 C -3.50 0.53 -2.86
68 S -2.41 0.44 -1.45
69 C -3.48 -0.47 -0.33
70 H -3.09 -0.09 -3.66
71 H -3.53 1.57 -3.18
72 H -4.51 0.20 -2.60
73 H -4.50 -0.51 -0.74
74 H -3.08 -1.48 -0.18
75 H -3.48 0.06 0.63